# 1
{
  "formula": "C24H43N3O5SScSi",
  "method": "ωB97M-V with the def2-TZVPD basis set",
  "species": ["Sc", "N", "C", "S", "N", "N", "C", "C", "C", "C", "C", "C", "C", "O", "H", "H", "H", "H", "H", "H", "H", "C", "C", "C", "C", "H", "H", "H", "H", "H", "H", "H", "H", "H", "C", "C", "C", "C", "O", "Si", "O", "O", "C", "C", "C", "C", "O", "C", "C", "C", "C", "H", "H", "H", "H", "H", "H", "H", "H", "H", "H", "H", "H", "H", "H", "H", "H", "H", "H", "H", "H", "H", "H", "H", "H", "H", "H", "H"],
  "positions_angstrom": [[0.4100, 0.0866, 0.1793], [-1.9906, 3.6228, -0.7550], [-1.2290, 2.4999, -0.9675], [0.4893, 2.6877, -0.8190], [-1.8233, 1.4258, -1.3885], [-0.9859, 0.3452, -1.5763], [-0.9304, -0.1745, -2.7510], [0.0591, -1.1578, -3.1000], [-0.1107, -1.9653, -4.2251], [0.8450, -2.8780, -4.6160], [2.0234, -2.9780, -3.8792], [2.2466, -2.1618, -2.7985], [1.2889, -1.2147, -2.3614], [1.5451, -0.4296, -1.3674], [-1.5608, 4.2935, -0.1365], [-2.9732, 3.4539, -0.6036], [-1.5992, 0.1927, -3.5352], [-1.0324, -1.8820, -4.7856], [0.6789, -3.5134, -5.4758], [2.7681, -3.7129, -4.1610], [3.1653, -2.2323, -2.2327], [0.0864, -2.1219, 3.3309], [0.5091, -2.9114, 2.0979], [1.5942, -3.9299, 2.4898], [1.0242, -1.9966, 0.9726], [-0.2331, -2.7919, 4.1341], [-0.7269, -1.4406, 3.0870], [0.9214, -1.5189, 3.6812], [-0.3604, -3.4765, 1.7306], [2.4554, -3.4088, 2.9102], [1.9278, -4.4821, 1.6111], [1.2301, -4.6396, 3.2329], [1.1003, -2.6520, 0.0817], [2.0867, -1.7722, 1.2421], [-0.8565, -0.1686, 6.0587], [0.1152, 0.9756, 5.7374], [-0.4565, 2.2687, 6.3259], [1.4877, 0.6735, 6.3586], [0.3213, 1.0947, 4.3506], [-0.6352, 1.7290, 3.1682], [-0.2435, 1.0499, 1.7994], [-0.5661, 3.3858, 3.1665], [0.4938, 4.2943, 2.9685], [0.2354, 5.1034, 1.6901], [1.8382, 3.5781, 2.8600], [0.4948, 5.2731, 4.1544], [-2.1530, 1.4355, 3.7414], [-3.4232, 1.8683, 3.3366], [-3.5789, 3.3681, 3.6169], [-4.4467, 1.0845, 4.1756], [-3.6383, 1.5850, 1.8491], [-1.1218, -0.1438, 7.1140], [-0.4047, -1.1258, 5.8258], [-1.7464, -0.0446, 5.4515], [-0.6370, 2.1598, 7.3933], [-1.3836, 2.4958, 5.8114], [0.2381, 3.0876, 6.1610], [1.3854, 0.4641, 7.4210], [2.1552, 1.5200, 6.2232], [1.9244, -0.1880, 5.8621], [0.2927, 4.4440, 0.8262], [0.9901, 5.8789, 1.5765], [-0.7434, 5.5765, 1.7434], [1.8195, 2.9160, 1.9954], [1.9986, 2.9639, 3.7427], [2.6472, 4.2990, 2.7516], [-0.4999, 5.6973, 4.2730], [1.2047, 6.0789, 3.9769], [0.7640, 4.7639, 5.0745], [-3.4435, 3.5570, 4.6807], [-4.5629, 3.7220, 3.3134], [-2.8030, 3.9037, 3.0787], [-4.2760, 1.2700, 5.2339], [-4.3323, 0.0185, 3.9941], [-5.4617, 1.3845, 3.9210], [-2.8201, 2.0269, 1.2905], [-4.5890, 1.9912, 1.5089], [-3.6153, 0.5131, 1.6680]],
  "forces_ev_per_a": [[-0.27, 0.15, 0.14], [-0.21, 0.08, 0.10], [0.69, -0.23, -0.44], [0.35, -0.15, -0.11], [-1.11, 0.15, 0.10], [0.29, -0.11, -0.20], [-0.27, 0.44, 0.50], [0.70, -0.22, 0.29], [0.00, -0.07, 0.05], [-0.13, -0.10, -0.16], [-0.05, -0.05, -0.06], [0.04, 0.18, 0.25], [-0.11, -0.36, -0.63], [0.51, -0.13, -0.19], [-0.11, -0.05, -0.05], [-0.03, -0.02, -0.01], [-0.01, 0.05, 0.20], [-0.10, 0.04, -0.06], [-0.01, 0.00, -0.02], [0.05, 0.03, -0.01], [0.04, 0.03, 0.05], [-0.09, -0.29, -0.26], [0.25, 0.15, 0.03], [-0.38, 0.08, -0.13], [-0.15, -0.18, -0.04], [-0.02, 0.04, 0.09], [-0.06, 0.08, 0.08], [0.09, 0.14, 0.13], [0.05, 0.09, 0.01], [0.08, 0.05, 0.02], [0.06, -0.06, -0.02], [-0.01, -0.15, 0.13], [0.15, 0.32, 0.05], [-0.25, 0.10, -0.24], [0.24, 0.20, -0.26], [0.03, -0.07, 0.89], [0.26, -0.16, -0.27], [-0.41, 0.11, -0.24], [0.16, 0.04, -0.34], [-0.01, 0.21, 0.60], [-0.03, -0.32, -0.25], [-0.17, -0.47, -0.03], [0.41, 0.83, -0.10], [0.03, -0.32, 0.26], [-0.30, -0.05, 0.01], [0.01, -0.33, -0.21], [0.28, -0.26, -0.07], [-0.98, 0.20, -0.07], [0.15, -0.28, -0.08], [0.37, 0.16, -0.21], [0.23, -0.03, 0.41], [-0.03, -0.04, 0.11], [0.06, -0.20, -0.04], [-0.18, -0.05, 0.04], [-0.02, 0.00, 0.10], [-0.22, 0.14, 0.08], [0.06, 0.12, 0.04], [0.02, -0.02, 0.14], [0.12, 0.15, -0.01], [0.05, -0.16, -0.04], [-0.02, 0.06, 0.00], [0.09, 0.12, -0.01], [-0.17, 0.09, 0.04], [0.08, 0.02, -0.13], [0.14, 0.00, 0.15], [0.07, 0.00, -0.02], [-0.11, 0.06, 0.02], [0.07, 0.07, 0.01], [0.05, -0.04, 0.14], [0.00, 0.06, 0.11], [-0.09, 0.01, -0.02], [-0.04, 0.18, -0.05], [0.00, 0.05, 0.13], [-0.01, -0.14, -0.04], [-0.09, 0.02, -0.03], [0.03, 0.11, -0.25], [-0.07, 0.03, -0.07], [-0.02, -0.13, -0.07]],
  "lowdin_charge": [0.9739, 0.0654, -0.9030, 0.6107, -0.0248, -0.1173, -0.0683, -0.1458, -0.0653, -0.1246, -0.1066, -0.0184, -0.3512, -0.2069, 0.0460, 0.0804, 0.1334, 0.1040, 0.0868, 0.0955, 0.1117, -0.1125, -0.5311, -0.1160, -0.2360, 0.0698, 0.0658, 0.0749, 0.1182, 0.0696, 0.0653, 0.0591, 0.0302, 0.0456, -0.0219, -0.6349, -0.0209, -0.0252, -0.0937, 0.0425, -0.3280, -0.1007, -0.6345, -0.0543, -0.0228, -0.0270, -0.1072, -0.6459, -0.0257, -0.0305, -0.0208, 0.0816, 0.0638, 0.0711, 0.0845, 0.0711, 0.0644, 0.0802, 0.0769, 0.0791, -0.0267, 0.0840, 0.0817, 0.0655, 0.0761, 0.0904, 0.0843, 0.0793, 0.0594, 0.0835, 0.0816, 0.0683, 0.0795, 0.0826, 0.0797, 0.0499, 0.0876, 0.0935],
  "total_energy_ha": -2929.5793,
  "total_charge": -1,
  "orbital_gap_ha": 0.27030
}



# 2
{
  "formula": "C20H51INO9PS",
  "method": "ωB97M-V with the def2-TZVPD basis set",
  "species": ["O", "C", "I", "C", "C", "C", "N", "C", "O", "C", "P", "S", "H", "H", "H", "H", "H", "H", "H", "H", "H", "C", "C", "O", "H", "H", "H", "H", "H", "H", "C", "C", "O", "H", "H", "H", "H", "H", "H", "C", "C", "O", "H", "H", "H", "H", "H", "H", "C", "C", "O", "H", "H", "H", "H", "H", "H", "C", "C", "O", "H", "H", "H", "H", "H", "H", "C", "C", "O", "H", "H", "H", "H", "H", "H", "C", "C", "O", "H", "H", "H", "H", "H", "H"],
  "positions_angstrom": [[-2.8845, -0.9521, -1.5598], [-2.1285, 0.0468, -1.5644], [-0.4676, 0.2765, -0.1261], [-2.2912, 1.2535, -2.6417], [-2.6715, 2.5590, -1.7883], [-1.7112, 3.8587, -1.8089], [-2.5907, 5.1005, -1.7472], [-3.8249, 4.5681, -1.0566], [-4.4212, 5.0005, -0.0562], [-4.1198, 3.2355, -1.9555], [-5.5328, 2.0904, -1.4192], [-6.4365, 1.2224, -2.9395], [-3.1416, 1.0356, -3.3728], [-1.2669, 1.3324, -3.1612], [-2.6903, 2.2357, -0.6834], [-1.2970, 3.8542, -0.7288], [-0.8567, 3.8641, -2.5682], [-2.8754, 5.1491, -2.7499], [-4.4081, 3.6169, -3.0008], [-6.5700, 2.7653, -0.6807], [-4.9706, 1.0948, -0.5553], [1.5190, 1.3392, 4.4873], [1.9907, 0.9497, 3.1021], [1.8983, 2.0650, 2.2181], [0.4852, 1.6939, 4.4554], [1.5803, 0.4910, 5.1721], [2.1248, 2.1577, 4.8862], [1.3692, 0.1462, 2.6985], [3.0290, 0.6049, 3.1263], [2.4567, 2.7679, 2.5767], [3.9209, -0.5698, 7.8756], [4.3914, -0.9531, 6.4865], [4.2982, 0.1640, 5.6099], [2.8874, -0.2149, 7.8461], [3.9822, -1.4213, 8.5575], [4.5273, 0.2472, 8.2778], [3.7701, -1.7538, 6.0799], [5.4299, -1.2985, 6.5071], [4.8570, 0.8649, 5.9706], [2.6952, 2.4540, -2.2736], [3.0164, 3.7704, -1.5959], [2.0123, 4.0860, -0.6384], [1.7214, 2.5050, -2.7684], [3.4554, 2.2000, -3.0166], [2.6378, 1.6461, -1.5381], [3.0516, 4.5798, -2.3284], [3.9850, 3.7224, -1.0878], [1.9924, 3.3692, 0.0124], [5.5791, -0.3694, 1.0724], [4.5929, -1.1291, 0.2077], [3.3870, -1.3593, 0.9280], [5.7997, -0.9295, 1.9848], [6.5131, -0.1899, 0.5340], [5.1609, 0.5936, 1.3823], [5.0053, -2.0981, -0.0812], [4.3574, -0.5684, -0.7034], [3.0246, -0.4971, 1.1722], [7.1796, -5.5727, -1.8063], [7.4999, -4.2541, -1.1308], [6.4981, -3.9368, -0.1714], [6.2053, -5.5241, -2.2993], [7.9392, -5.8251, -2.5502], [7.1251, -6.3810, -1.0712], [7.5317, -3.4464, -1.8651], [8.4696, -4.2998, -0.6250], [6.4813, -4.6507, 0.4796], [-10.9496, 0.5370, -1.2698], [-9.6069, -0.1607, -1.3626], [-8.5783, 0.6844, -0.8635], [-10.9366, 1.4703, -1.8386], [-11.7486, -0.1006, -1.6562], [-11.1791, 0.7985, -0.2325], [-9.3716, -0.4003, -2.4017], [-9.6092, -1.0909, -0.7855], [-8.7878, 0.8853, 0.0589], [-2.9177, -3.9508, -2.7231], [-3.5553, -4.6213, -3.9236], [-3.3150, -6.0241, -3.8905], [-1.8401, -4.1353, -2.7081], [-3.0907, -2.8724, -2.7406], [-3.3237, -4.3572, -1.7919], [-3.1319, -4.2286, -4.8506], [-4.6364, -4.4503, -3.9381], [-3.6998, -6.3661, -3.0732]],
  "forces_ev_per_a": [[3.51, 4.49, 0.39], [-3.38, -2.94, -1.66], [-0.69, -0.01, -0.61], [0.19, 0.12, 0.91], [-0.48, 0.28, 0.52], [0.41, -0.55, 2.77], [-0.51, -1.14, -0.58], [-1.20, 0.14, 0.58], [2.49, -1.53, -3.85], [-0.14, 0.32, 1.02], [-0.79, -0.51, -1.18], [0.88, 0.37, -0.08], [1.29, -0.12, 1.02], [-1.62, 0.09, 0.72], [0.13, 0.34, -1.59], [0.24, -0.09, -2.06], [-1.53, 0.25, 0.96], [-0.15, 0.64, 0.93], [0.50, -0.83, 1.41], [1.15, -0.01, 0.08], [-0.01, 0.84, 0.03], [-0.23, -0.06, 0.11], [0.20, 0.19, 0.35], [0.03, 0.19, -0.48], [0.05, -0.10, -0.08], [0.07, 0.12, -0.01], [0.08, -0.15, 0.03], [0.00, 0.14, -0.11], [-0.06, -0.17, 0.16], [-0.16, -0.14, -0.05], [-0.10, -0.06, 0.11], [0.13, 0.27, 0.23], [0.02, 0.10, -0.22], [0.06, -0.10, -0.03], [0.00, 0.08, 0.02], [0.05, -0.11, 0.02], [0.06, 0.17, -0.13], [-0.05, -0.18, 0.07], [-0.12, -0.16, -0.09], [0.07, -0.10, -0.14], [-0.18, -0.30, 0.26], [-0.05, 0.11, 0.08], [0.09, 0.05, 0.00], [-0.05, -0.06, 0.03], [0.09, 0.01, -0.04], [-0.09, 0.04, 0.18], [0.12, 0.00, -0.18], [-0.08, 0.11, -0.10], [0.15, 0.01, 0.03], [-0.03, 0.19, 0.13], [-0.24, -0.08, 0.02], [0.00, -0.03, -0.12], [-0.02, 0.04, 0.06], [0.04, 0.03, -0.10], [-0.19, 0.08, 0.10], [0.15, 0.01, -0.09], [0.09, -0.19, -0.05], [-0.01, -0.06, -0.17], [-0.08, -0.36, 0.17], [-0.03, 0.13, 0.11], [0.11, 0.07, 0.00], [-0.05, -0.05, 0.05], [0.12, 0.02, -0.04], [-0.10, 0.03, 0.18], [0.11, 0.02, -0.17], [-0.05, 0.18, -0.13], [-0.14, 0.04, -0.10], [-0.13, 0.16, 0.27], [0.08, 0.11, 0.40], [0.03, -0.13, -0.03], [-0.01, 0.06, 0.06], [-0.04, -0.12, -0.02], [0.19, 0.11, 0.13], [-0.11, -0.11, -0.13], [-0.05, -0.10, -0.20], [0.06, 0.19, -0.08], [-0.02, -0.11, 0.46], [0.00, -0.23, -0.17], [-0.07, 0.03, -0.08], [0.00, -0.18, 0.08], [-0.08, 0.11, -0.04], [-0.03, -0.21, 0.02], [0.02, 0.20, -0.07], [0.11, 0.08, -0.19]],
  "lowdin_charge": [-0.0550, -0.7132, 0.8430, -0.1275, -0.3262, -0.1519, 0.0049, -0.3488, 0.0861, -0.3567, 0.4048, 0.1076, 0.1146, 0.1196, 0.0951, 0.1274, 0.1334, 0.1105, 0.1262, -0.0085, -0.0047, -0.0841, -0.3315, -0.1228, 0.0799, 0.0695, 0.0764, 0.0923, 0.0962, 0.0894, -0.0935, -0.3168, -0.0980, 0.0736, 0.0749, 0.0729, 0.1147, 0.1077, 0.0871, -0.0929, -0.3180, -0.0959, 0.0624, 0.0759, 0.0516, 0.1119, 0.1077, 0.0533, -0.0862, -0.3108, -0.0943, 0.0772, 0.0733, 0.0647, 0.0889, 0.1028, 0.0372, -0.0960, -0.3190, -0.0954, 0.0781, 0.0738, 0.0722, 0.1135, 0.1075, 0.0881, -0.0954, -0.3278, -0.1838, 0.0775, 0.0729, 0.0704, 0.1062, 0.1087, 0.0821, -0.0941, -0.3252, -0.0929, 0.0803, 0.0452, 0.0771, 0.1111, 0.1077, 0.0791],
  "total_energy_ha": -2561.6075,
  "orbital_gap_ha": 0.30418
}